Entry from OMol25: the molecule C2H3NOS2 (wB97M-V/def2-TZVPD).

Bonds (Å) are listed after each position.
Geometry (Å):
1 S 2.276 -0.523 -0.166  C4 1.723
2 C -1.319 -0.936 0.034  O5 1.441, N6 1.370, H7 1.261
3 H 0.127 -0.153 1.624  N6 1.151
4 C 1.353 0.899 -0.475  S1 1.723, S8 1.681, H9 1.257
5 O -2.219 -0.243 -0.853  C2 1.441
6 N -0.615 -0.008 0.755  C2 1.370, H3 1.151, S8 1.599
7 H -1.190 -2.162 0.301  C2 1.261
8 S -0.154 1.375 0.097  C4 1.681, N6 1.599
9 H 1.741 1.750 -1.315  C4 1.257

Computed properties:
HOMO: -9.22 eV
frontier orbital gap: 8.44 eV
energy above the lowest of the compared OMol25 structures with the same formula, charge and spin: 412.04 kJ/mol